{
  "formula": "C40H112N10O11",
  "method": "ωB97M-V/def2-TZVPD",
  "gap_ev": 9.3,
  "homo_energy_ev": -9.1,
  "lumo_energy_ev": 0.2,
  "relative_energy_kcal_mol": 109.8,
  "smiles": "COC[C@H](C)N.COC[C@H](C)N.COC[C@H](C)N.COC[C@H](C)N.COC[C@H](C)N.COC[C@H](C)N.COC[C@H](C)N.COC[C@H](C)N.COC[C@H](C)N.COC[C@H](C)N.O",
  "total_energy_ha": -2966.0368,
  "elements": ["O", "H", "H", "C", "C", "C", "O", "C", "N", "H", "H", "H", "H", "H", "H", "H", "H", "H", "H", "H", "C", "C", "C", "O", "C", "N", "H", "H", "H", "H", "H", "H", "H", "H", "H", "H", "H", "C", "C", "C", "O", "C", "N", "H", "H", "H", "H", "H", "H", "H", "H", "H", "H", "H", "C", "C", "C", "O", "C", "N", "H", "H", "H", "H", "H", "H", "H", "H", "H", "H", "H", "C", "C", "C", "O", "C", "N", "H", "H", "H", "H", "H", "H", "H", "H", "H", "H", "H", "C", "C", "C", "O", "C", "N", "H", "H", "H", "H", "H", "H", "H", "H", "H", "H", "H", "C", "C", "C", "O", "C", "N", "H", "H", "H", "H", "H", "H", "H", "H", "H", "H", "H", "C", "C", "C", "O", "C", "N", "H", "H", "H", "H", "H", "H", "H", "H", "H", "H", "H", "C", "C", "C", "O", "C", "N", "H", "H", "H", "H", "H", "H", "H", "H", "H", "H", "H", "C", "C", "C", "O", "C", "N", "H", "H", "H", "H", "H", "H", "H", "H", "H", "H", "H"],
  "positions_angstrom": [[17.2994, 12.1736, -17.3074], [17.3375, 13.0684, -17.6450], [17.6735, 12.2327, -16.4283], [25.1373, 20.5435, -11.0001], [26.6306, 20.4040, -10.6983], [27.4221, 21.7023, -10.7132], [27.2100, 22.2712, -12.0372], [27.9338, 23.4840, -12.1193], [26.8581, 19.6541, -9.4387], [24.7979, 21.2074, -10.2050], [24.5803, 19.6203, -10.8400], [24.9308, 21.0484, -11.9437], [27.1299, 19.8263, -11.4762], [28.4540, 21.4341, -10.4869], [27.0268, 22.3496, -9.9304], [28.9491, 23.4911, -11.7228], [27.4169, 24.2524, -11.5444], [28.0089, 23.7248, -13.1797], [26.1791, 18.9152, -9.3247], [26.6016, 20.2873, -8.6948], [15.8133, 22.6968, -12.7714], [14.8929, 21.9008, -11.9215], [14.7805, 22.3486, -10.4093], [16.0356, 22.3595, -9.7071], [16.7603, 21.1372, -9.6681], [13.5696, 22.0145, -12.6124], [16.8246, 22.7619, -12.3699], [15.4571, 23.7046, -12.9846], [15.9655, 22.2441, -13.7513], [15.1248, 20.8360, -11.9411], [14.0193, 21.7262, -9.9389], [14.3788, 23.3617, -10.4253], [17.6353, 21.2492, -9.0279], [17.0990, 20.8418, -10.6612], [16.1684, 20.3897, -9.1399], [13.6805, 21.6703, -13.5554], [12.9683, 21.2830, -12.2609], [9.8610, 18.2793, -4.5503], [10.7743, 18.0045, -3.3820], [12.2746, 17.9013, -3.8557], [13.2220, 17.6494, -2.7964], [14.5996, 17.5999, -3.1589], [10.5692, 19.0147, -2.4144], [9.8981, 17.4800, -5.2904], [10.1669, 19.2058, -5.0363], [8.8267, 18.4303, -4.2412], [10.4450, 17.0527, -2.9653], [12.6302, 18.8060, -4.3488], [12.3794, 17.1945, -4.6789], [14.8686, 16.7626, -3.8028], [15.2197, 17.4645, -2.2727], [14.7855, 18.5592, -3.6419], [10.4705, 19.9668, -2.7368], [11.4804, 19.1704, -2.0075], [17.8531, 14.5666, -10.5696], [17.7396, 13.0508, -10.6048], [16.4073, 12.5534, -10.0376], [16.3490, 12.7843, -8.6437], [15.0168, 12.5070, -8.1697], [17.8975, 12.5847, -11.9578], [18.0015, 14.9733, -9.5693], [16.9724, 15.0263, -11.0181], [18.7466, 14.9197, -11.0844], [18.4763, 12.5201, -10.0016], [16.4132, 11.4863, -10.2602], [15.5483, 13.0281, -10.5118], [14.9533, 12.5522, -7.0825], [14.7324, 11.4878, -8.4313], [14.2645, 13.1990, -8.5481], [17.9037, 11.5751, -11.9306], [18.8424, 12.7568, -12.2705], [7.6189, 8.3783, -4.9375], [8.1179, 9.7632, -4.6070], [7.6186, 10.9397, -5.4989], [8.0416, 10.6548, -6.8443], [7.8469, 11.7418, -7.7244], [7.9851, 9.9720, -3.1738], [6.5544, 8.2706, -4.7290], [8.1149, 7.6587, -4.2861], [7.8453, 8.1147, -5.9706], [9.1837, 9.7082, -4.8286], [8.1820, 11.8336, -5.2313], [6.5590, 11.1932, -5.4639], [6.9167, 12.2585, -7.4881], [7.9622, 11.2544, -8.6926], [8.6132, 12.5146, -7.7836], [8.5061, 10.7871, -2.8836], [8.3234, 9.1359, -2.7193], [14.9527, 17.1823, -16.4308], [14.7276, 17.2310, -17.9089], [14.2962, 18.6423, -18.4027], [13.1589, 19.1693, -17.7102], [11.8538, 18.7295, -18.1696], [16.0338, 16.8818, -18.5213], [14.1557, 17.6414, -15.8458], [15.8463, 17.7260, -16.1241], [15.0435, 16.1399, -16.1255], [14.0016, 16.4826, -18.2267], [14.1559, 18.6209, -19.4834], [15.0784, 19.4001, -18.3580], [11.0527, 19.3137, -17.7168], [11.7770, 17.6624, -17.9613], [11.8460, 18.9392, -19.2392], [16.7358, 17.6029, -18.4358], [15.8972, 16.7477, -19.5130], [12.0907, 14.2338, 2.6582], [10.9612, 13.3736, 2.2085], [9.6058, 14.0379, 2.6874], [9.4252, 13.9532, 4.0691], [8.3209, 14.8280, 4.4640], [11.0408, 13.0696, 0.7536], [11.9397, 15.2646, 2.3376], [13.0391, 13.8425, 2.2899], [12.2144, 14.2285, 3.7411], [11.0822, 12.4872, 2.8313], [8.7748, 13.5234, 2.2049], [9.6778, 15.0510, 2.2919], [7.3746, 14.6444, 3.9552], [8.5432, 15.8564, 4.1791], [8.2140, 14.7710, 5.5473], [11.9263, 12.5991, 0.6329], [11.0946, 13.8428, 0.1060], [25.2624, 14.6466, -15.8032], [23.7860, 14.7714, -15.4491], [23.0002, 15.9108, -16.2128], [23.5516, 17.2490, -15.9815], [23.4171, 18.1885, -17.0105], [22.9718, 13.6138, -15.6887], [25.5009, 14.8403, -16.8490], [25.7988, 13.7971, -15.3805], [25.7049, 15.4555, -15.2218], [23.6832, 15.0666, -14.4049], [21.9341, 15.8191, -16.0049], [23.0674, 15.7558, -17.2896], [23.8211, 19.0894, -16.5487], [22.3534, 18.4010, -17.1179], [23.9262, 18.0422, -17.9631], [22.8729, 13.2741, -16.6348], [23.3114, 12.8604, -15.1080], [26.0705, 12.0238, -6.4354], [25.0669, 11.7833, -7.6590], [24.7143, 13.0673, -8.3904], [24.1749, 14.0695, -7.5363], [23.1066, 13.8226, -6.6216], [25.6927, 10.8206, -8.5031], [26.9349, 12.5918, -6.7794], [26.2909, 11.0230, -6.0639], [25.5479, 12.5040, -5.6081], [24.1891, 11.3571, -7.1732], [23.9610, 12.7212, -9.0980], [25.5914, 13.4745, -8.8935], [23.4527, 13.2783, -5.7430], [22.2999, 13.2766, -7.1107], [22.9154, 14.8285, -6.2478], [25.9249, 9.9515, -8.0441], [26.5197, 11.2134, -8.9297], [16.3643, 7.8023, -2.5160], [17.4250, 8.5281, -1.6475], [18.9448, 8.4106, -2.0263], [19.8086, 8.7917, -0.9025], [21.1041, 8.1629, -0.8746], [17.0206, 9.8846, -1.6546], [16.5390, 8.1311, -3.5405], [15.3327, 8.0098, -2.2316], [16.5359, 6.7259, -2.5022], [17.3324, 8.0495, -0.6726], [19.1699, 9.0627, -2.8703], [19.0224, 7.3730, -2.3510], [21.1491, 7.1565, -1.2909], [21.3055, 8.0957, 0.1945], [21.8951, 8.7879, -1.2891], [17.8135, 10.4727, -1.4411], [16.7573, 10.0043, -2.6223]],
  "mulliken_charge": [-0.65, 0.32, 0.32, -1.28, 0.36, -0.65, -0.27, -0.76, -0.71, 0.30, 0.35, 0.33, 0.21, 0.38, 0.35, 0.31, 0.30, 0.25, 0.25, 0.28, -1.41, 0.60, -0.75, -0.33, -0.64, -0.78, 0.33, 0.37, 0.37, 0.27, 0.32, 0.35, 0.24, 0.26, 0.29, 0.25, 0.26, -1.53, 0.59, -0.84, -0.30, -0.70, -0.67, 0.39, 0.36, 0.39, 0.18, 0.35, 0.44, 0.27, 0.23, 0.31, 0.26, 0.27, -1.32, 0.51, -0.70, -0.31, -0.76, -0.74, 0.32, 0.31, 0.37, 0.26, 0.31, 0.34, 0.26, 0.31, 0.30, 0.27, 0.26, -1.48, 0.68, -0.66, -0.32, -0.70, -0.71, 0.34, 0.40, 0.33, 0.13, 0.33, 0.37, 0.29, 0.24, 0.27, 0.24, 0.23, -1.34, 0.55, -0.77, -0.35, -0.67, -0.69, 0.32, 0.32, 0.32, 0.27, 0.40, 0.34, 0.24, 0.27, 0.29, 0.25, 0.25, -1.36, 0.38, -0.66, -0.31, -0.73, -0.64, 0.30, 0.40, 0.32, 0.24, 0.37, 0.32, 0.30, 0.32, 0.26, 0.28, 0.22, -1.24, 0.38, -0.77, -0.26, -0.77, -0.60, 0.26, 0.38, 0.33, 0.24, 0.37, 0.37, 0.25, 0.32, 0.31, 0.21, 0.24, -1.24, 0.28, -0.68, -0.33, -0.65, -0.66, 0.31, 0.40, 0.28, 0.30, 0.34, 0.37, 0.22, 0.31, 0.23, 0.26, 0.25, -1.46, 0.41, -0.64, -0.32, -0.66, -0.67, 0.38, 0.36, 0.38, 0.26, 0.26, 0.35, 0.31, 0.24, 0.25, 0.28, 0.26]
}